[1]
Density functional theory data (ωB97M-V with the def2-TZVPD basis set) for C11H16N6O in the gas phase at a distorted geometry.

Atoms and positions in Å:
N  -5.01822  -1.30452  -0.98539
C  -4.21651  -0.33537  -0.50400
N  -4.60915  0.93607  -0.61612
C  -3.81525  1.89841  -0.17157
N  -2.63186  1.78962  0.39968
C  -2.23580  0.52022  0.51641
C  -2.97022  -0.60015  0.08835
N  -2.26675  -1.74477  0.37143
C  -1.17296  -1.32900  0.93609
N  -1.09250  0.02662  1.06934
C  0.01258  0.79988  1.56060
C  1.07317  0.97773  0.46301
N  1.59503  -0.32059  0.06871
C  1.93537  -0.42957  -1.33480
C  3.14467  0.46287  -1.69472
O  3.90491  0.77230  -0.54353
C  4.06811  -0.34973  0.29380
C  2.70631  -0.79195  0.88236
H  -4.77675  -2.26285  -0.81091
H  -5.93505  -1.05543  -1.31006
H  -4.19146  2.90565  -0.29327
H  -0.39123  -1.97572  1.28119
H  -0.37346  1.77712  1.85880
H  0.44035  0.29056  2.42814
H  0.58782  1.43691  -0.40061
H  1.85302  1.66194  0.82124
H  2.16882  -1.48117  -1.52540
H  1.06679  -0.16160  -1.93805
H  2.82541  1.42682  -2.09546
H  3.78106  -0.03827  -2.44082
H  4.75738  -0.03828  1.08005
H  4.52948  -1.17185  -0.27342
H  2.66025  -1.88593  0.92416
H  2.58667  -0.40598  1.89480

Cartesian forces, eV/Å:
N 0.0 -0.2 0.0
C 0.3 0.2 0.1
N -0.4 -0.4 -0.2
C 0.1 0.3 0.1
N 0.6 0.2 0.3
C -1.1 -0.3 -0.5
C 0.5 0.8 0.3
N -0.2 -0.6 -0.1
C -0.1 -0.3 0.0
N -0.2 0.0 0.0
C 0.5 0.3 -0.2
C -0.2 0.0 0.3
N -0.1 0.1 0.0
C 0.1 0.0 0.0
C -0.1 -0.1 -0.2
O 0.0 0.1 0.1
C 0.1 -0.1 0.1
C 0.0 0.0 -0.1
H -0.1 0.0 0.0
H 0.0 0.0 0.0
H 0.0 0.1 0.0
H 0.2 -0.1 0.1
H 0.0 -0.1 0.1
H -0.1 0.1 0.0
H 0.0 0.0 0.0
H 0.0 0.0 -0.1
H 0.0 0.0 -0.1
H 0.0 -0.1 0.0
H 0.0 -0.1 0.0
H -0.1 0.1 0.0
H 0.0 -0.1 -0.1
H 0.0 0.0 0.1
H 0.1 0.0 0.1
H 0.0 -0.1 0.0

The LUMO energy is 0.029 hartree. The structure (SMILES) is Nc1ncnc2c1ncn2CCN1CCOCC1. As for the charge: 0. The HOMO energy comes out at -8.18 eV. The calculation puts the orbital gap at 9.0 eV.

Atom charges from the Löwdin analysis, given in e for atoms 1 to 2: 0.158 -0.339

***

[2]
Density functional theory data (ωB97M-V with the def2-TZVPD basis set) for a molecular structure, C57H67O3P2Sr at a distorted geometry.

Atoms and positions in Å:
Sr  -0.02634  1.34176  -0.73907
C  2.51896  2.77356  0.68838
C  2.07388  4.14753  0.77115
C  1.68069  4.38517  2.11987
C  2.02323  3.21984  2.85368
C  2.50774  2.24366  2.00368
C  2.87282  0.80924  2.38392
C  3.67374  0.77546  3.68513
C  1.55497  0.00510  2.55908
C  3.68656  0.14758  1.26514
C  0.54423  5.25124  2.76364
C  0.97617  5.79567  4.12420
C  0.01355  6.39930  1.90694
C  -0.64723  4.25524  2.93868
C  2.41947  5.16253  -0.37241
C  3.27163  6.28605  0.21700
C  1.19514  5.77472  -1.11523
C  3.24760  4.45601  -1.46230
H  3.38023  2.53973  0.07548
H  1.91956  3.13297  3.93707
H  3.09062  1.18615  4.51931
H  4.58513  1.37399  3.57948
H  3.96096  -0.25705  3.93750
H  1.01504  0.34184  3.44775
H  1.75587  -1.07404  2.65881
H  0.93574  0.17075  1.69711
H  4.59915  0.71681  1.05765
H  3.09924  0.08098  0.36041
H  3.99151  -0.85596  1.58080
H  1.81472  6.48981  3.99976
H  1.29514  4.99708  4.80107
H  0.14995  6.34021  4.60266
H  0.80062  7.10728  1.63342
H  -0.74182  6.95327  2.47648
H  -0.45539  6.01626  0.99701
H  -0.58686  3.73394  3.89950
H  -0.61919  3.51598  2.16176
H  -1.61531  4.78777  2.91257
H  2.72208  6.83376  0.98576
H  3.57869  6.99581  -0.56594
H  4.16892  5.87019  0.68661
H  0.72839  6.57765  -0.55081
H  0.47120  4.99800  -1.30688
H  1.51492  6.20305  -2.07514
H  4.21798  4.13239  -1.07615
H  3.44500  5.16200  -2.27731
H  2.71693  3.59805  -1.85097
C  -0.38210  -0.47238  -2.22317
O  0.61183  0.49489  -2.62062
C  -0.15585  1.51554  -3.34830
C  -1.18408  2.22741  -2.43400
O  -0.63532  3.19743  -1.52019
C  -1.70945  3.30358  -0.53437
H  -0.94421  -0.84877  -3.06747
H  -1.12095  0.04097  -1.55601
H  0.02541  -1.32743  -1.69086
H  -0.74944  1.05032  -4.11704
H  0.52788  2.22280  -3.82406
H  -1.60850  1.41905  -1.79475
H  -1.99309  2.64568  -3.02600
H  -1.96329  2.25445  -0.24495
H  -2.59610  3.72058  -0.99394
H  -1.39289  3.90961  0.31349
O  -0.92528  -2.30314  0.47191
C  -2.05292  -2.60270  -0.22830
C  -2.25947  -3.79295  -0.83103
C  -3.38228  -3.99052  -1.74869
C  -4.39413  -3.13364  -1.75349
C  -4.40227  -2.02809  -0.72473
C  -2.97876  -1.50478  -0.47737
P  -2.52976  0.16557  -0.25212
C  -3.96355  0.84847  -1.31259
C  -4.70365  1.96485  -0.89818
C  -5.42904  2.73457  -1.80981
C  -5.39322  2.43824  -3.15894
C  -4.70205  1.30985  -3.59858
C  -4.01922  0.51321  -2.68315
C  -4.91564  -2.59463  0.65317
C  -4.59354  -1.97283  1.85955
C  -4.97739  -2.53236  3.07583
C  -5.70355  -3.71537  3.10195
C  -6.07585  -4.31322  1.90508
C  -5.68415  -3.75975  0.68985
C  -0.26047  -3.46585  0.94726
C  -0.93183  -4.17370  1.93339
C  -0.45065  -5.40113  2.34765
C  0.67049  -5.94190  1.72623
C  1.33264  -5.21411  0.75245
C  0.91819  -3.92697  0.37837
P  1.88536  -2.93697  -0.85265
C  3.62128  -3.25707  -0.38707
C  4.56648  -2.72050  -1.27084
C  5.92435  -2.87225  -1.03550
C  6.35890  -3.51250  0.11956
C  5.43134  -3.98640  1.03476
C  4.06746  -3.86009  0.78665
C  1.67180  -4.08828  -2.29855
C  0.38775  -4.23979  -2.81547
C  0.12012  -5.12863  -3.84947
C  1.14995  -5.89311  -4.39187
C  2.43676  -5.74092  -3.89765
C  2.69929  -4.84071  -2.86582
H  -1.54062  -4.59432  -0.71452
H  -3.35167  -4.84214  -2.41867
H  -5.23658  -3.23983  -2.42709
H  -5.05452  -1.24072  -1.01883
H  -4.68686  2.24612  0.14783
H  -5.97661  3.60195  -1.45950
H  -5.86989  3.09737  -3.87478
H  -4.62585  1.09147  -4.65484
H  -3.46147  -0.34257  -3.03695
H  -4.02363  -1.05827  1.86720
H  -4.69341  -2.04405  4.00106
H  -5.98506  -4.16398  4.04802
H  -6.66226  -5.22514  1.91121
H  -5.97473  -4.24933  -0.23059
H  -1.85281  -3.76579  2.33894
H  -0.96853  -5.94912  3.12643
H  1.02039  -6.93246  1.99329
H  2.17699  -5.65906  0.23853
H  4.22646  -2.16064  -2.13437
H  6.64552  -2.47831  -1.74393
H  7.41919  -3.61883  0.31636
H  5.76667  -4.45489  1.95270
H  3.36554  -4.21367  1.52822
H  -0.43887  -3.67405  -2.39451
H  -0.89306  -5.23250  -4.22434
H  0.94565  -6.60563  -5.18241
H  3.24818  -6.33379  -4.30668
H  3.71259  -4.73976  -2.50363

Cartesian forces, eV/Å:
Sr 8.2 -0.3 10.5
C 0.2 0.6 -0.2
C -0.4 0.6 -0.4
C -0.7 0.1 -0.4
C 0.0 -0.4 0.3
C -0.1 -0.7 0.7
C -0.3 0.3 -0.2
C 0.0 -0.1 0.1
C 1.0 -0.2 0.8
C 0.3 0.1 0.7
C 0.4 -0.6 -0.5
C 0.0 0.2 0.1
C 0.2 0.1 0.1
C -0.2 0.9 0.9
C -0.5 -0.4 0.2
C 0.1 0.1 -0.1
C 0.6 0.2 0.2
C 0.3 0.6 0.3
H -0.3 -0.4 -0.4
H -0.2 -0.2 -0.3
H 0.1 -0.1 -0.2
H -0.1 -0.1 0.0
H -0.1 0.2 0.0
H 0.0 0.0 -0.1
H -0.1 0.2 0.0
H -0.5 0.0 -0.6
H -0.2 0.0 0.0
H -0.1 -0.1 -0.5
H -0.1 0.0 -0.2
H -0.1 -0.1 0.0
H 0.0 0.1 -0.1
H 0.1 -0.1 0.0
H -0.1 -0.1 0.0
H 0.0 -0.1 -0.1
H 0.0 0.1 0.1
H 0.0 0.0 -0.2
H 0.0 -0.5 -0.4
H 0.2 -0.1 0.0
H 0.1 -0.1 -0.1
H 0.0 -0.1 0.1
H -0.1 0.1 -0.1
H 0.0 -0.1 0.0
H -0.2 0.0 -0.1
H -0.1 -0.1 0.1
H -0.1 -0.1 0.0
H -0.1 -0.1 0.1
H -0.1 -0.3 -0.2
C 0.0 -1.0 -1.3
O -0.6 -0.9 -2.8
C 0.4 0.9 0.0
C -0.6 0.7 -2.3
O -2.3 1.7 -1.5
C 0.1 0.7 0.1
H -0.1 0.0 -0.3
H -0.1 -2.6 -1.8
H 0.6 0.2 0.2
H -0.1 -0.4 -0.3
H 0.1 -0.2 0.3
H -1.8 1.3 -2.0
H 0.0 0.1 0.0
H -0.3 1.5 0.5
H -0.1 0.1 -0.1
H 0.3 -0.1 -0.1
O 0.7 -0.1 0.4
C -0.3 0.3 -0.5
C -0.5 -0.3 -0.4
C 0.5 -0.2 0.1
C -0.3 0.3 0.1
C 0.7 -0.5 0.4
C 0.3 0.2 0.9
P -4.8 -2.8 0.3
C 0.7 0.9 0.1
C 0.2 -0.3 0.0
C 0.1 0.0 0.4
C 0.1 -0.1 -0.2
C 0.2 0.0 0.4
C 0.2 0.3 0.3
C 0.1 0.0 -0.1
C -0.1 -0.2 0.0
C 0.0 0.0 -0.1
C 0.0 0.0 0.0
C 0.1 0.1 -0.1
C 0.1 0.1 0.1
C -0.1 0.2 0.1
C -0.1 0.0 0.2
C 0.0 0.0 0.0
C 0.0 0.0 -0.1
C -0.1 -0.1 0.0
C 0.1 0.0 -0.2
P -0.3 -0.5 -0.1
C 0.1 0.4 0.1
C 0.0 0.0 0.2
C 0.0 0.0 0.0
C 0.0 0.0 0.0
C -0.1 0.0 0.0
C 0.1 0.1 -0.1
C 0.2 -0.1 0.1
C -0.2 0.0 -0.2
C 0.1 0.0 0.0
C -0.1 0.1 0.1
C 0.0 0.1 0.1
C -0.1 -0.1 -0.1
H -0.1 0.1 0.0
H 0.0 0.0 0.1
H 0.0 0.0 0.1
H -0.4 0.6 -0.2
H 0.0 0.1 0.0
H 0.0 -0.1 0.0
H -0.1 -0.1 0.0
H -0.2 -0.1 0.0
H 0.1 -0.1 -0.1
H 0.1 0.1 0.0
H 0.0 0.0 -0.1
H 0.0 0.0 -0.1
H 0.0 0.1 0.0
H 0.0 0.0 0.1
H 0.1 0.0 0.0
H 0.0 0.0 -0.1
H 0.0 0.1 0.0
H 0.0 0.1 0.1
H 0.0 -0.1 -0.1
H -0.1 0.0 0.1
H -0.1 0.0 0.0
H 0.0 0.0 0.0
H 0.0 0.0 0.0
H 0.1 0.0 -0.1
H 0.1 0.0 0.0
H 0.0 0.1 0.0
H -0.1 0.1 0.0
H 0.0 0.0 0.0

The LUMO energy is -0.170 hartree. As for the charge: +1. The HOMO energy comes out at -7.84 eV. The calculation puts the orbital gap at 3.2 eV.

Atom charges from the Löwdin analysis, given in e for atoms 1 to 2: 1.585 -0.130

***

[3]
Density functional theory data (ωB97M-V with the def2-TZVPD basis set) for a molecular structure, C18H22F5NNiSSi2 at a distorted geometry.

Atoms and positions in Å:
Ni  -0.17250  -0.30690  0.03940
C  2.12130  -2.48120  -2.02400
Si  2.51070  -0.64120  -1.71460
C  4.39200  -0.44020  -2.02340
C  1.42270  0.37560  -2.92450
C  2.01920  0.00720  0.00100
C  1.70030  1.43890  0.00220
C  2.63880  2.46790  0.00530
C  2.20270  3.77600  0.00460
C  0.83740  4.03900  0.00190
C  -0.03830  2.96870  -0.00070
N  0.37760  1.70790  -0.00090
Si  2.54100  -0.63860  1.70900
C  2.20050  -2.48970  2.00750
C  1.41080  0.34110  2.91270
C  4.41350  -0.38700  2.03130
H  2.56860  -2.80440  -2.95850
H  1.05400  -2.65670  -2.09060
H  2.50470  -3.12140  -1.24070
H  4.62490  -0.79890  -3.02020
H  4.95620  -1.04080  -1.31740
H  4.74370  0.58240  -1.94700
H  1.41790  -0.05080  -3.92270
H  1.73710  1.41250  -3.00180
H  0.39360  0.36880  -2.55250
H  3.68820  2.22310  0.00780
H  2.91930  4.58660  0.00630
H  0.47170  5.05390  0.00170
H  -1.10910  3.12890  -0.00250
H  1.13790  -2.69430  2.06410
H  2.64830  -2.80460  2.94480
H  2.60890  -3.11550  1.22510
H  0.38730  0.31360  2.51970
H  1.69830  1.38450  3.00610
H  1.39560  -0.09440  3.90680
H  4.99800  -0.96660  1.32430
H  4.65070  -0.74800  3.02630
H  4.73870  0.64500  1.96550
F  -6.52340  -2.47510  -0.02230
C  -5.18610  -2.48420  -0.01110
C  -4.47610  -1.28530  -0.00660
F  -5.13860  -0.12270  -0.01380
C  -3.09600  -1.32390  0.00440
F  -2.37250  -0.15940  0.01030
C  -2.36060  -2.51940  0.01180
S  -0.64610  -2.53240  0.02600
C  -3.11160  -3.71050  0.00820
F  -2.47160  -4.88400  0.01700
C  -4.49520  -3.69770  -0.00430
F  -5.17450  -4.84970  -0.00980

Cartesian forces, eV/Å:
Ni 1.1 0.8 -0.2
C 0.1 0.8 0.2
Si -0.1 -0.2 -0.3
C -0.9 0.1 0.1
C 0.4 -0.4 0.5
C -1.8 -1.4 0.0
C 0.2 0.2 0.0
C -0.1 0.1 0.0
C 0.0 0.0 0.0
C 0.1 -0.1 0.0
C -0.3 0.3 0.0
N 0.3 -1.5 0.1
Si -0.2 -0.2 0.3
C 0.1 0.8 -0.2
C 0.4 -0.3 -0.5
C -0.9 0.0 -0.1
H 0.2 0.0 -0.2
H -0.2 0.0 0.0
H 0.1 -0.2 0.3
H 0.1 -0.1 -0.2
H 0.1 -0.2 0.2
H 0.0 0.3 0.0
H 0.0 -0.1 -0.2
H 0.1 0.2 0.0
H 0.0 0.0 -0.1
H 0.1 -0.1 0.0
H 0.0 0.0 0.0
H -0.1 0.0 0.0
H 0.0 0.0 0.0
H -0.2 0.0 0.0
H 0.2 0.0 0.2
H 0.2 -0.2 -0.3
H 0.1 0.0 0.1
H 0.1 0.2 0.0
H 0.0 -0.1 0.2
H 0.1 -0.1 -0.2
H 0.1 -0.1 0.2
H 0.0 0.3 0.0
F 0.2 0.0 0.0
C 0.3 -0.1 0.0
C -0.2 -0.1 0.0
F 0.1 -0.1 0.0
C 0.4 -1.0 0.0
F -0.1 0.1 0.0
C -1.3 0.4 0.0
S 1.2 0.6 0.0
C 0.3 0.5 0.0
F -0.1 0.1 0.0
C -0.1 0.2 0.0
F 0.1 0.3 0.0

The LUMO energy (alpha / beta) is -0.024 / -0.022 hartree. As for the charge: 0. The HOMO energy (alpha / beta) comes out at -7.90 / -7.90 eV. The calculation puts the orbital gap (alpha / beta) at 7.2 / 7.3 eV.

Atom charges from the Löwdin analysis, given in e for atoms 1 to 2: 0.315 -0.190

***

- Which formula does entry 2 have?
  C57H67O3P2Sr